i:
{"formula": "C6H11NO", "method": "ωB97M-V/def2-TZVPD", "homo_lumo_gap_ev": 9.178, "e_homo_ev": -8.285, "multiplicity": 1, "lumo_ev": 0.89, "smiles": "Cc1cc[nH]c1C.O", "symbols": ["C", "C", "C", "C", "N", "C", "C", "H", "H", "H", "H", "H", "H", "H", "H", "H", "O", "H", "H"], "positions_angstrom": [[-2.1394, 0.6522, -1.2125], [-0.7067, 0.5714, -0.7915], [0.0684, 1.7285, -0.4279], [1.2278, 1.2550, 0.0895], [1.2691, -0.1350, 0.0031], [-0.0189, -0.5433, -0.4219], [-0.3316, -1.9697, -0.6625], [-2.6879, 1.4564, -0.7351], [-2.1088, 0.7390, -2.3050], [-2.6704, -0.2811, -1.0078], [-0.2080, 2.7634, -0.5214], [2.1322, 1.6784, 0.4950], [1.9032, -0.8011, 0.3894], [0.4264, -2.5692, -1.1722], [-1.1996, -1.9848, -1.3201], [-0.4499, -2.5008, 0.2940], [0.7584, -0.8694, 2.7347], [0.9117, 0.0838, 2.6175], [0.3948, -1.0406, 1.8732]]}

---

ii:
{"formula": "C6H11NO", "method": "ωB97M-V/def2-TZVPD", "homo_lumo_gap_ev": 9.775, "e_homo_ev": -8.890, "multiplicity": 1, "lumo_ev": 0.88, "symbols": ["C", "C", "C", "C", "C", "C", "H", "H", "H", "H", "H", "H", "H", "H", "H", "H", "H", "N", "O"], "positions_angstrom": [[0.8466, -0.6380, 1.0743], [0.9010, 0.5153, 0.1666], [1.5058, -0.0244, -0.9588], [-0.2987, 1.4226, -0.2938], [-1.6330, 1.3783, -0.1801], [-1.5613, -1.2186, -0.1945], [0.6635, -1.6466, 0.8932], [0.1869, -0.3528, 1.7865], [1.8877, -0.6319, 1.5795], [1.5025, 1.2014, 0.6075], [2.0851, 0.3935, -1.9467], [2.5441, -0.1733, -0.2995], [1.1173, -1.1469, -1.3848], [-0.0179, 2.2633, -0.7371], [-2.1293, 2.1840, -0.6087], [-2.8500, 0.1116, 0.6327], [-1.9412, -2.1628, 0.7454], [-2.0512, 0.0479, 0.1401], [-0.7576, -1.5226, -1.0217]]}

---

iii:
{"formula": "C6H11NO", "method": "ωB97M-V/def2-TZVPD", "homo_lumo_gap_ev": 8.516, "e_homo_ev": -7.787, "multiplicity": 1, "lumo_ev": 0.73, "smiles": "NCC/C=C/C=C/O", "symbols": ["N", "C", "C", "C", "C", "C", "C", "O", "H", "H", "H", "H", "H", "H", "H", "H", "H", "H", "H"], "positions_angstrom": [[1.7478, -0.9784, 2.9175], [1.9603, -0.4864, 1.5627], [0.8146, 0.6027, 1.2536], [-0.4273, 0.2589, 0.5636], [-0.5211, 0.1672, -0.7640], [-1.6279, 0.4102, -1.6540], [-1.8007, 0.0431, -2.9434], [-2.7854, 0.8641, -3.5467], [1.0429, -1.7660, 2.8830], [2.5848, -1.2139, 3.4249], [2.1388, -1.2618, 0.6556], [2.7918, 0.2620, 1.6883], [0.6644, 0.9855, 2.2801], [1.4290, 1.3976, 0.6842], [-1.2485, 0.3554, 1.2660], [0.4491, -0.0427, -1.3355], [-2.4017, 1.0360, -1.2400], [-1.5964, -0.9082, -3.4659], [-3.2145, 0.2746, -4.2301]]}

---

Which of them is most stable, and which least? Most stable: i; least stable: ii.

---

i:
{"formula": "C6H11NO", "method": "ωB97M-V/def2-TZVPD", "homo_lumo_gap_ev": 8.743, "e_homo_ev": -7.926, "multiplicity": 1, "lumo_ev": 0.82, "symbols": ["C", "C", "C", "C", "N", "C", "C", "O", "H", "H", "H", "H", "H", "H", "H", "H", "H", "H", "H"], "positions_angstrom": [[0.8434, -1.2026, 0.9749], [-0.9710, 2.0880, -0.6120], [-0.6511, 0.6204, -0.7410], [0.6454, 0.1460, -0.7770], [-0.0666, -0.9033, 2.0286], [-1.5989, -0.3825, -0.5594], [1.8099, 0.1463, -1.3812], [-1.2262, -1.6098, -0.4989], [-0.0443, -1.4430, -0.0311], [0.3495, -0.6121, 2.9006], [-0.7892, -1.5938, 2.1652], [-2.6456, -0.1415, -0.3602], [1.1950, -2.2434, 0.8884], [1.7246, -0.5744, 1.0545], [-0.5996, 2.6571, -1.4672], [-0.5292, 2.5171, 0.2908], [-2.0521, 2.2335, -0.5548], [2.6948, -0.3212, -0.9665], [1.9112, 0.6191, -2.3538]]}

---

ii:
{"formula": "C6H11NO", "method": "ωB97M-V/def2-TZVPD", "homo_lumo_gap_ev": 9.092, "e_homo_ev": -8.189, "multiplicity": 1, "lumo_ev": 0.90, "smiles": "Cc1c[nH]c(C)c1.O", "symbols": ["C", "C", "C", "N", "C", "C", "C", "H", "H", "H", "H", "H", "H", "H", "H", "H", "O", "H", "H"], "positions_angstrom": [[2.1802, -0.0453, 1.2893], [0.7717, 0.1651, 0.8272], [0.0473, 1.3152, 0.9506], [-1.2119, 1.0876, 0.4632], [-1.3015, -0.1920, -0.0171], [-2.5544, -0.6798, -0.6594], [-0.1012, -0.7990, 0.2365], [2.7291, -0.6713, 0.5808], [2.6878, 0.9179, 1.3353], [2.2616, -0.5102, 2.2737], [0.3216, 2.2784, 1.3485], [-1.9446, 1.7498, 0.2737], [-3.2760, 0.1382, -0.7570], [-2.3507, -1.0251, -1.6750], [-3.0412, -1.5039, -0.1364], [0.1036, -1.8391, 0.0352], [1.4861, -0.1003, -2.5167], [0.8574, -0.0915, -1.7823], [2.3349, -0.1947, -2.0702]]}

---

iii:
{"formula": "C6H11NO", "method": "ωB97M-V/def2-TZVPD", "homo_lumo_gap_ev": 10.879, "e_homo_ev": -9.934, "multiplicity": 1, "lumo_ev": 0.95, "smiles": "CC(C)C#N.CC=O", "symbols": ["C", "C", "C", "C", "N", "H", "H", "H", "H", "H", "H", "H", "C", "C", "O", "H", "H", "H", "H"], "positions_angstrom": [[2.3195, -0.4525, 0.9270], [1.2342, 0.5814, 0.6318], [1.2732, 1.0670, -0.7908], [-0.0929, -0.0768, 1.0534], [-0.8181, -0.6450, 1.7468], [2.1986, -1.3218, 0.2831], [3.2987, -0.0172, 0.7381], [2.2796, -0.7802, 1.9625], [1.3174, 1.4262, 1.3241], [0.2658, 1.4495, -1.0976], [2.0273, 1.8416, -0.9116], [1.4506, 0.2488, -1.4972], [-2.5542, -1.1024, -0.6287], [-2.0898, 0.3191, -0.5625], [-1.4563, 0.8744, -1.4473], [-2.5923, -1.5278, 0.3739], [-1.8903, -1.6964, -1.2540], [-3.5620, -1.1156, -1.0515], [-2.6090, 0.9279, 0.2005]]}

---

iv:
{"formula": "C6H11NO", "method": "ωB97M-V/def2-TZVPD", "homo_lumo_gap_ev": 9.857, "e_homo_ev": -8.924, "multiplicity": 1, "lumo_ev": 0.93, "smiles": "CN1CCC[C@H]1C=O", "symbols": ["C", "N", "C", "C", "C", "C", "C", "O", "H", "H", "H", "H", "H", "H", "H", "H", "H", "H", "H"], "positions_angstrom": [[-1.2557, 1.6789, -0.9078], [-0.2498, 0.6228, -0.8482], [-0.8820, -0.6865, -1.2982], [-1.4771, -1.3452, 0.0037], [-0.2463, -1.1289, 0.9381], [0.3349, 0.2310, 0.5271], [1.8544, 0.0885, 0.4182], [2.5409, 0.4479, 1.3576], [-1.0833, 2.1262, -1.9253], [-1.2652, 2.4973, -0.1854], [-2.3411, 1.4321, -0.9086], [-0.0816, -1.3178, -1.6119], [-1.5958, -0.4434, -2.0906], [-1.8910, -2.2834, -0.1484], [-2.3505, -0.8042, 0.3961], [0.4992, -1.9313, 0.9314], [-0.8035, -0.9527, 1.9051], [0.0917, 0.9432, 1.2547], [2.2729, -0.2363, -0.6273]]}

---

Which of them is most stable, and which least? Most stable: ii; least stable: i.

---

i:
{"formula": "C6H11NO", "method": "ωB97M-V/def2-TZVPD", "homo_lumo_gap_ev": 10.273, "e_homo_ev": -9.382, "multiplicity": 1, "lumo_ev": 0.89, "smiles": "C=CCCC(=O)NC", "symbols": ["C", "C", "C", "C", "C", "O", "N", "C", "H", "H", "H", "H", "H", "H", "H", "H", "H", "H", "H"], "positions_angstrom": [[0.8873, -0.0373, -3.2481], [0.7573, 0.2683, -2.0140], [-0.0783, -0.5995, -1.0804], [0.5532, -0.7760, 0.3478], [0.5970, 0.4721, 1.1121], [1.6496, 1.1061, 1.2046], [-0.5320, 1.0765, 1.7312], [-1.5040, 0.2334, 2.4385], [0.5645, -0.9191, -3.6931], [1.4330, 0.5537, -3.9629], [1.1874, 1.1022, -1.4916], [-0.2071, -1.5655, -1.5391], [-1.0264, -0.0742, -0.9852], [-0.0673, -1.5134, 0.9266], [1.5422, -1.2826, 0.1293], [-0.3484, 1.9391, 2.1051], [-1.3080, -0.8406, 2.4204], [-2.5539, 0.4816, 2.0567], [-1.5461, 0.3753, 3.5420]]}

---

ii:
{"formula": "C6H11NO", "method": "ωB97M-V/def2-TZVPD", "homo_lumo_gap_ev": 9.457, "e_homo_ev": -8.896, "multiplicity": 1, "lumo_ev": 0.56, "symbols": ["C", "N", "C", "C", "H", "H", "H", "H", "H", "C", "C", "C", "O", "H", "H", "H", "H", "H", "H"], "positions_angstrom": [[-1.0010, -2.1516, -0.9183], [-1.5792, -0.9403, -0.3016], [0.8348, -1.9846, -0.3022], [1.8610, -2.3784, -0.7905], [-2.0615, -0.3326, -0.9609], [-1.7625, -1.1014, 0.6860], [-1.4175, -3.0540, -0.4659], [-1.3601, -2.2418, -1.9457], [2.6675, -2.5594, -1.4458], [-0.5228, 1.8341, 1.5575], [1.1006, 1.7666, -0.4291], [0.3855, 1.0154, 0.6690], [1.1252, 0.1120, 1.2647], [2.1698, 1.8284, -0.2294], [-0.0398, 2.2099, 2.4577], [-1.2897, 1.1459, 1.9143], [-0.8601, 2.7534, 1.0807], [0.8665, 2.8301, -0.4794], [0.8834, 1.2484, -1.3612]]}

---

iii:
{"formula": "C6H11NO", "method": "ωB97M-V/def2-TZVPD", "homo_lumo_gap_ev": 8.464, "e_homo_ev": -7.454, "multiplicity": 1, "lumo_ev": 1.01, "smiles": "CC1=C(C)OCCN1", "symbols": ["C", "C", "C", "C", "O", "C", "C", "N", "H", "H", "H", "H", "H", "H", "H", "H", "H", "H", "H"], "positions_angstrom": [[1.5028, 0.8346, -1.3100], [0.6939, 0.1438, -0.2486], [-0.5244, -0.3916, -0.5046], [-1.1662, -0.3660, -1.8598], [-1.2687, -1.1567, 0.3884], [-1.2712, -0.3737, 1.5539], [0.4377, -0.3570, 2.0792], [1.1891, 0.2442, 1.0471], [1.8496, 0.1238, -2.0612], [0.9185, 1.6031, -1.8180], [2.3782, 1.3192, -0.8683], [-0.7197, -1.1301, -2.4989], [-2.2278, -0.5821, -1.7549], [-1.0584, 0.5978, -2.3528], [-1.7641, 0.5997, 1.4410], [-1.7456, -0.9228, 2.3629], [0.5756, -1.4356, 2.0817], [0.6141, 0.0988, 3.0492], [1.5867, 1.1505, 1.2738]]}

---

Which of them is most stable, and which least? Most stable: i; least stable: ii.